Density functional theory data (ωB97M-V/def2-TZVPD) for a 2-piece molecular cluster, C32H43N4 overall at a distorted geometry.

XYZ file:
```
79
Properties=species:S:1:pos:R:3:forces:R:3:mulliken_charge:R:1
C 7.4073 1.2717 2.3794 -0.10 -0.01 0.26 -1.188
N 6.8333 1.3916 1.0529 -0.42 -0.20 -0.27 0.082
C 7.7268 1.9775 0.0700 0.18 0.01 -0.21 -1.075
C 5.5831 0.9322 0.7603 0.01 0.23 -0.17 1.861
C 5.0778 0.9004 -0.5769 -0.03 0.01 -0.07 -1.020
C 3.7809 0.5019 -0.8341 -0.15 0.13 0.41 -0.837
C 2.8940 0.1234 0.2092 0.13 0.05 0.24 0.423
C 1.5206 -0.1765 -0.0844 0.11 -0.26 -0.18 0.179
C 0.5788 -0.5607 0.8460 -0.23 -0.01 0.19 -0.609
C -0.7406 -1.0180 0.5666 0.14 0.23 0.25 -0.101
C -1.7456 -0.9767 1.6176 0.11 -0.26 0.09 0.665
C -1.5081 -0.2375 2.8112 -0.45 -0.36 0.39 -1.089
C -2.4024 -0.2497 3.8672 0.36 -0.02 -0.43 -1.028
C -3.6695 -0.8801 3.7231 -0.25 -0.06 0.25 1.674
N -4.5733 -0.8657 4.7444 0.18 0.05 -0.24 0.058
C -5.9841 -1.1318 4.5285 -0.03 -0.19 -0.09 -1.104
C -4.1706 -0.7436 6.1320 0.02 0.22 0.22 -0.975
C -3.9641 -1.5536 2.5071 0.35 -0.03 -0.19 -0.658
C -2.9741 -1.7018 1.5511 -0.23 0.39 0.14 -0.924
C -1.0705 -1.5526 -0.7476 -0.26 0.06 -0.36 0.372
C -0.1087 -2.2337 -1.5340 -0.02 0.54 -0.21 -0.556
C -0.3988 -2.6681 -2.8138 -0.30 0.09 -0.05 -0.490
C -1.7328 -2.6228 -3.2837 -0.01 -0.03 0.00 -0.035
N -2.0729 -3.1740 -4.5051 0.05 -0.12 -0.07 0.176
C -3.1945 -4.0843 -4.6502 -0.15 0.29 0.09 -1.102
C -1.3980 -2.7938 -5.7308 0.19 -0.21 0.12 -1.037
C -2.7255 -2.0183 -2.4817 0.22 -0.08 -0.07 -0.684
C -2.3722 -1.4086 -1.2953 -0.12 -0.39 0.22 -0.613
C 3.4184 0.0874 1.5322 0.52 0.38 -0.44 -1.109
C 4.7150 0.4940 1.8004 -0.36 -0.16 0.03 -0.686
H 7.0824 0.3429 2.8625 0.25 0.19 -0.12 0.401
H 8.4992 1.2610 2.2765 -0.31 -0.04 0.14 0.421
H 7.1147 2.1178 3.0218 0.13 -0.19 -0.11 0.308
H 7.1874 2.3505 -0.8070 0.16 -0.04 0.34 0.312
H 8.2611 2.8191 0.5372 -0.21 -0.24 -0.22 0.406
H 8.4734 1.2372 -0.2610 -0.16 0.23 0.01 0.345
H 5.7091 1.2120 -1.4116 -0.25 -0.24 0.33 0.214
H 3.4005 0.4849 -1.8609 0.22 0.07 0.32 0.412
H 1.2189 -0.0655 -1.1295 0.10 -0.22 0.40 0.372
H 0.8536 -0.4641 1.8979 -0.10 -0.17 -0.41 0.279
H -0.5888 0.3322 2.9298 -0.29 -0.07 -0.07 0.441
H -2.1461 0.2565 4.8022 -0.14 -0.06 -0.56 0.305
H -6.2217 -1.0240 3.4654 -0.08 0.07 0.38 0.329
H -6.2526 -2.1530 4.8487 -0.01 0.30 -0.06 0.363
H -6.5836 -0.4025 5.0954 0.19 -0.28 -0.14 0.358
H -3.0821 -0.6931 6.2262 -0.35 -0.10 0.00 0.298
H -4.6000 0.1652 6.5762 0.08 -0.21 0.02 0.333
H -4.5194 -1.6194 6.7039 0.05 0.27 -0.19 0.325
H -4.9498 -2.0118 2.3573 0.74 -0.04 0.13 0.278
H -3.1693 -2.4039 0.7399 0.15 0.33 0.19 0.733
H 0.8892 -2.3950 -1.1366 -0.18 -0.03 0.00 0.670
H 0.3752 -3.1032 -3.4517 -0.30 -0.01 0.34 0.552
H -3.5228 -4.4334 -3.6632 0.10 0.06 -0.28 0.331
H -4.0485 -3.6082 -5.1573 0.09 -0.15 0.05 0.340
H -2.8790 -4.9568 -5.2451 -0.12 0.23 0.18 0.349
H -0.6130 -2.0585 -5.5117 -0.22 -0.22 -0.11 0.308
H -0.9465 -3.6802 -6.2020 -0.03 0.29 -0.08 0.321
H -2.1188 -2.3410 -6.4354 0.26 -0.13 0.18 0.316
H -3.7573 -2.0005 -2.8473 0.44 0.19 0.12 0.479
H -3.1362 -0.8346 -0.7681 0.37 -0.10 -0.13 0.787
H 2.7918 -0.2319 2.3608 0.15 0.09 -0.13 0.395
H 5.0695 0.5178 2.8312 -0.23 -0.07 -0.35 0.309
C -0.7665 2.1788 -3.3662 0.08 0.12 -0.05 -1.745
C -0.7330 2.3519 -1.8605 -0.59 -0.43 0.66 1.203
C -1.4352 3.6159 -1.3050 0.10 -0.18 -0.04 -0.654
C -0.4485 4.2549 -0.3031 0.05 0.11 -0.19 -0.539
C 0.8249 3.3885 -0.3192 0.30 0.03 0.29 -0.531
N 0.6038 2.3604 -1.3142 1.14 -0.16 -0.52 -0.182
H -1.7909 2.1510 -3.7497 0.11 0.03 0.11 0.419
H -0.2387 3.0133 -3.8417 -0.08 -0.09 -0.04 0.453
H -0.2809 1.2428 -3.6602 0.00 0.07 0.01 0.340
H -1.2240 1.4852 -1.3873 -0.28 0.01 -0.33 -0.587
H -1.7044 4.2952 -2.1227 0.04 -0.07 0.22 0.281
H -2.3463 3.3139 -0.7776 0.02 0.19 -0.29 0.301
H -0.1783 5.2670 -0.6184 -0.24 -0.07 0.22 0.257
H -0.8952 4.2850 0.6924 0.15 0.20 -0.08 0.296
H 1.7186 3.9984 -0.5474 -0.34 -0.29 0.05 0.322
H 1.0142 2.9074 0.6545 -0.10 0.26 -0.03 0.152
H 1.3604 2.2458 -1.9797 -0.35 0.29 0.00 0.253
```
Positions in Å, forces in eV/Å.

Summary:
- multiplicity = 1
- total charge = +1
- orbital gap (eV) = 5.679

---

Density functional theory data (ωB97M-V/def2-TZVPD) for C32H43NOSe3Si4TeV as an isolated structure at a distorted geometry.

XYZ file:
```
86
Properties=species:S:1:pos:R:3:forces:R:3:mulliken_spin:R:1
V 0.0469 1.6382 -0.3888 2.43 -1.41 -1.72 2.082
Se 1.5692 1.2772 -2.3351 0.67 0.47 -0.80 0.000
Se 3.4311 2.7705 -2.6404 -0.56 -0.61 0.21 0.020
Te 2.5467 4.8422 -1.5795 -0.79 0.16 0.59 0.038
Se 0.8051 3.9325 0.1529 1.22 -0.02 -0.41 -0.072
C -2.4044 -0.9951 0.5687 0.75 0.13 0.00 0.013
Si -2.5801 0.0301 -0.9728 0.19 0.38 -0.47 -0.054
C -4.3772 -0.1736 -1.4230 -0.95 0.53 1.02 -0.001
C -1.6969 -0.7480 -2.4145 0.41 0.25 -0.31 0.020
C -1.9587 1.8275 -0.8125 -1.27 0.68 0.95 -0.043
Si -2.2729 2.8559 -2.4140 0.38 -0.38 -0.21 -0.005
C -3.9432 3.6760 -2.3964 -0.79 0.61 0.93 -0.002
C -1.0965 4.2834 -2.6903 -0.11 -0.20 0.44 0.015
C -2.1845 1.9251 -4.0485 -0.37 -0.69 -1.04 0.004
Si -2.5603 2.6565 0.8577 0.27 -0.60 -0.63 0.013
C -2.4416 4.5473 1.0006 -0.30 0.09 -1.11 0.005
C -4.2158 2.0994 1.6509 -1.22 0.22 0.41 0.013
C -1.2313 2.0979 2.1402 0.01 -0.70 -1.05 0.044
C -1.2923 2.2634 3.5166 1.21 0.36 -0.05 -0.013
C -0.1618 2.0403 4.3169 -0.52 -0.50 -2.34 0.026
C 0.9453 1.4322 3.6787 -0.56 0.16 1.24 -0.015
C 0.8382 1.0650 2.3623 0.06 -0.36 -1.56 0.096
N -0.1780 1.4774 1.5446 -0.42 -0.03 3.82 -0.163
H -2.6746 -2.0127 0.2859 0.01 -0.16 0.11 0.000
H -3.0927 -0.6469 1.3217 -0.34 0.07 0.43 0.002
H -1.3854 -0.9808 0.9790 -0.24 -0.14 -0.13 0.005
H -4.6761 -1.0984 -1.8969 0.38 -0.42 -0.25 0.000
H -4.6891 0.6352 -2.0802 -0.30 0.16 0.04 -0.001
H -4.9576 -0.1631 -0.4719 0.05 0.36 -0.63 0.000
H -2.4203 -1.0845 -3.1782 0.42 0.09 0.27 -0.001
H -1.1581 -1.5946 -1.9954 0.30 -0.21 -0.31 -0.002
H -0.9870 -0.0246 -2.8705 -0.29 -0.78 0.21 -0.006
H -3.8191 4.5415 -1.6907 -0.35 -0.44 -0.72 0.000
H -4.7495 3.0619 -1.9799 0.12 -0.07 0.07 0.000
H -4.3199 4.0157 -3.3740 0.43 0.11 0.26 -0.001
H -1.0809 4.8857 -1.7861 0.06 0.31 0.00 -0.002
H -1.4278 4.8950 -3.5295 -0.04 -0.02 -0.10 0.000
H -0.0784 3.9417 -2.8510 0.10 0.01 -0.17 -0.004
H -2.9122 1.0917 -4.2033 0.52 0.43 0.39 0.000
H -1.1722 1.5243 -4.2512 -0.46 0.24 0.08 -0.001
H -2.4372 2.6252 -4.8856 0.33 -0.18 0.74 0.000
H -3.3555 5.0656 0.6447 0.37 -0.29 0.23 -0.001
H -1.5850 4.9056 0.3860 -0.63 -0.17 0.56 -0.001
H -2.2660 4.8159 2.0403 0.02 0.06 0.10 0.000
H -5.0017 1.5441 1.0568 1.10 0.63 0.35 -0.001
H -4.7251 3.0114 2.0450 0.21 -0.31 -0.52 -0.001
H -4.0883 1.5339 2.5917 0.32 -0.15 -0.50 0.000
H -2.1676 2.7509 3.8817 -0.48 0.14 0.56 0.001
H -0.2361 2.3303 5.3314 0.46 0.07 0.95 0.003
H 1.8632 1.2097 4.2256 -0.33 -0.07 -0.17 0.000
H 1.5587 0.4005 1.8440 -0.25 0.90 0.54 -0.020
O 0.8604 -0.4767 -0.0794 -1.52 2.05 -0.45 0.029
Si 1.8153 -1.6793 0.2092 0.04 -0.94 0.85 -0.020
C 2.0058 -2.8816 -1.2266 -0.26 -0.17 -0.20 0.003
C 2.3147 -4.2236 -1.0083 0.05 0.09 -0.06 0.000
C 2.4451 -5.1125 -2.0417 0.04 0.03 -1.51 0.000
C 2.3068 -4.6649 -3.3724 0.10 -0.70 0.19 0.000
C 2.0806 -3.3201 -3.6355 -0.12 -0.75 0.44 -0.001
C 1.8734 -2.4657 -2.5509 -0.28 2.12 -0.25 -0.007
C 3.5375 -1.2234 0.7563 0.59 -1.28 -0.02 -0.002
C 4.3003 -2.1245 1.5239 0.86 0.91 -0.09 0.000
C 5.6407 -1.8490 1.8396 0.04 -0.38 0.24 0.000
C 6.2807 -0.7273 1.3615 -2.13 1.48 -1.10 0.000
C 5.5081 0.1728 0.5425 1.42 -0.97 0.84 0.002
C 4.1941 -0.1378 0.2143 0.60 1.33 -0.47 0.017
C 1.2763 -2.7754 1.7190 -0.71 0.88 0.10 0.004
C 0.2787 -3.7217 1.4934 0.38 -1.64 0.58 0.001
C 0.0005 -4.7327 2.4417 -0.88 0.36 -0.25 0.000
C 0.5504 -4.6584 3.7132 0.43 -0.26 0.51 0.000
C 1.4895 -3.6703 3.9942 0.22 1.42 -0.14 0.000
C 1.7776 -2.6636 3.0385 -0.11 -0.44 0.15 -0.001
H 2.4398 -4.6138 -0.0244 0.07 -0.04 0.75 0.000
H 2.6963 -6.1454 -1.8563 -0.11 -0.18 0.08 0.000
H 2.3433 -5.3970 -4.2040 0.20 0.56 0.57 0.000
H 2.0656 -3.0416 -4.6796 -0.27 0.52 0.08 0.000
H 1.6041 -1.3643 -2.6951 0.49 -1.70 -0.11 0.001
H 3.8934 -3.0459 1.8826 -0.30 -0.27 0.17 0.000
H 6.2251 -2.4831 2.5107 -0.37 -0.22 -0.26 0.000
H 7.2886 -0.5099 1.6397 0.49 0.17 0.04 0.000
H 5.9846 1.0883 0.1850 -0.23 -0.30 -0.12 0.000
H 3.7025 0.5004 -0.5322 -0.07 -0.10 0.54 -0.015
H -0.2435 -3.7975 0.5431 0.29 0.11 -0.09 0.000
H -0.6971 -5.5527 2.1857 0.29 0.68 0.22 0.000
H 0.2506 -5.3055 4.5570 0.24 -0.04 -0.85 0.000
H 1.9992 -3.6411 4.9719 -0.54 0.11 -0.43 0.000
H 2.3658 -1.7567 3.3193 -0.14 -1.16 -0.26 0.000
```
Positions in Å, forces in eV/Å.

Summary:
- multiplicity = 3
- total charge = -1
- orbital gap (alpha / beta) (eV) = 6.184 / 5.912

---

For each record above, in turn, the calculated relative energy (zero: lowest compared OMol25 entry of this formula, charge and spin) values are 178.0 0.0 kJ/mol.